DFT (the ωB97M-V functional and the def2-TZVPD basis) results for a 11-piece molecular cluster, C39H71F5O23 overall in a non-equilibrium geometry.

Structure (SMILES): O=C1OC[C@@H](F)O1.O=C1OC[C@@H](F)O1.O=C1OC[C@@H](F)O1.O=C1OC[C@@H](F)O1.O=C1OC[C@@H](F)O1.CCOC(C)=O.CCOC(C)=O.CCOCC.CCOCC.CCOCC.CCOCC
Lowest unoccupied orbital energy (eV): 0.37
Net charge: 0
E (Eh): -3758.47529
Gap between HOMO and LUMO (eV): 10.30
Strongest force on any atom (eV/Å): 2.8

Structure (XYZ):
```
138
Properties=species:S:1:pos:R:3:forces:R:3:mulliken_charge:R:1
C -4.826969 -3.986051 -1.696509 -0.902 -0.104 -0.549 -0.24
C -3.361655 -3.643424 -1.884456 -0.566 -0.060 -0.792 0.55
O -3.402878 -2.526379 -2.727634 0.183 0.190 0.244 -0.11
C -4.595706 -2.517993 -3.396615 -0.647 1.424 0.616 0.55
O -4.915169 -1.645719 -4.147417 0.402 -0.722 -0.222 -0.57
O -5.396143 -3.467104 -2.924405 0.029 -0.570 -0.186 -0.36
F -2.790999 -4.635065 -2.663452 0.168 -0.166 0.652 -0.37
H -5.412592 -3.473221 -0.935418 0.778 0.077 0.522 -0.10
H -5.015929 -5.055933 -1.646485 0.186 -0.003 -0.109 0.38
H -2.784960 -3.451705 -0.985143 0.228 -0.004 -0.147 0.22
C -2.149396 -0.796977 -5.367446 1.108 -0.885 -0.168 0.42
C -1.346711 -1.137643 -6.627597 -0.563 0.212 0.413 0.44
O -0.048238 -0.618051 -6.334261 -0.148 -0.642 -1.094 -0.33
C -0.078073 0.125825 -5.232835 -0.356 1.168 0.847 0.72
O 0.824197 0.746372 -4.744823 0.140 -0.579 -0.347 -0.57
O -1.311467 0.152884 -4.714478 -0.262 0.344 0.298 -0.31
F -1.938515 -0.498537 -7.687733 0.711 0.196 -0.140 -0.35
H -2.143271 -1.681863 -4.730736 -0.659 0.100 0.001 -0.54
H -3.115717 -0.370491 -5.602729 -0.087 -0.134 0.204 0.39
H -1.276894 -2.193033 -6.887547 0.170 0.107 0.120 0.18
C -2.576236 2.770698 1.714752 1.726 0.298 -0.261 1.36
C -1.933301 4.160082 1.522413 -2.193 0.148 1.578 0.50
O -3.151163 4.914348 1.355315 1.361 0.713 -0.439 -0.41
C -4.124225 4.137725 0.871512 -1.487 0.921 -0.996 0.56
O -5.152342 4.565968 0.420266 0.876 -0.760 0.517 -0.59
O -3.757446 2.858358 0.949736 -0.550 -0.716 0.011 -0.30
F -1.096183 4.282962 0.468340 -0.201 -0.015 -0.155 -0.38
H -2.751335 2.632342 2.782708 -0.218 -0.118 -0.105 -0.26
H -1.946962 1.973816 1.324411 -0.181 -0.005 0.148 -0.85
H -1.544834 4.613322 2.432466 0.724 -0.358 -0.260 0.14
C 0.744866 -3.717324 -3.686640 -0.336 -0.261 0.370 0.53
C 0.600788 -5.171206 -3.280193 0.567 0.093 -0.357 0.32
O -0.072445 -5.740277 -4.381939 -0.147 -0.135 0.650 -0.40
C -0.693884 -4.750850 -5.092963 0.812 0.147 -0.267 0.53
O -1.460903 -4.909772 -5.975837 -0.437 -0.247 -0.099 -0.53
O -0.189135 -3.550218 -4.744615 -0.572 0.005 0.217 -0.25
F -0.142033 -5.278603 -2.139115 -0.430 -0.049 -0.096 -0.28
H 1.713684 -3.470842 -4.111608 0.192 0.130 0.545 -0.02
H 0.405528 -3.190169 -2.799942 0.525 0.698 -0.272 -0.26
H 1.547383 -5.643747 -3.027920 -0.079 -0.372 -0.538 0.29
C 0.803335 0.119432 -1.387813 -0.070 -0.374 -0.492 0.51
C -0.659030 -0.265650 -1.620138 -0.302 0.566 -0.847 0.32
O -1.219104 -0.392577 -0.333326 -0.090 -0.487 -0.446 -0.11
C -0.350155 0.068540 0.567892 -0.240 0.466 1.336 -0.98
O -0.605658 0.197570 1.732329 0.154 -0.222 -0.501 -0.20
O 0.787302 0.449992 0.008752 1.166 0.226 -0.538 -0.02
F -0.803381 -1.432202 -2.303186 0.189 -0.222 0.298 0.09
H 1.151292 0.903889 -2.060371 -0.416 0.605 0.542 0.50
H 1.522436 -0.670114 -1.624809 -0.310 -0.461 0.555 -0.57
H -1.246588 0.480898 -2.157125 0.149 -0.052 -0.088 0.29
C 1.613442 -3.235519 0.721360 0.625 -0.859 0.904 -0.55
C 2.999827 -3.327404 0.099639 -1.126 0.332 -0.075 -0.31
O 2.776415 -3.972451 -1.149272 0.107 -0.332 -0.576 -0.22
C 3.889943 -3.997666 -2.020938 0.995 0.308 0.960 -0.68
C 4.215003 -2.613614 -2.576165 0.540 -0.723 -1.295 -0.65
H 1.700129 -2.954259 1.773670 -0.071 0.426 -0.178 0.11
H 0.897710 -2.619302 0.182765 0.081 0.057 -0.124 -0.19
H 1.267254 -4.269501 0.794161 -0.429 0.117 -0.278 0.51
H 3.423112 -2.323386 -0.008238 0.241 -0.092 -0.262 0.05
H 3.626790 -3.927983 0.764139 0.242 -0.062 -0.186 0.40
H 4.738127 -4.478581 -1.511065 0.177 0.480 0.269 0.45
H 3.780914 -4.706391 -2.846276 -0.981 0.184 -0.037 0.38
H 3.292488 -2.188122 -2.974338 0.049 0.257 0.119 -0.01
H 4.853747 -2.828199 -3.442770 -0.075 0.257 -0.131 0.48
H 4.785103 -1.878072 -2.013184 -0.396 -0.252 0.637 0.13
C -4.686057 -0.070326 2.196492 0.549 0.286 0.045 -1.01
C -4.406843 -0.513272 0.736035 -0.823 -0.343 1.257 0.58
O -5.447579 -1.315673 0.201692 -0.194 0.268 -0.449 -0.28
C -6.603382 -0.563362 -0.146544 -0.134 0.509 0.548 -0.32
C -7.642835 -1.494481 -0.714216 0.602 -0.667 -0.490 -1.22
H -3.695203 0.000978 2.655314 -0.101 0.023 0.286 -0.09
H -5.147101 0.910698 2.322106 0.021 0.082 -0.475 0.31
H -5.306489 -0.728014 2.805214 0.186 -0.502 -0.328 0.46
H -4.223678 0.398915 0.163315 0.088 -0.208 -0.404 0.32
H -3.552380 -1.186855 0.725377 0.238 0.291 -0.038 -0.26
H -7.051710 -0.097602 0.741637 0.278 -0.019 0.174 0.34
H -6.288898 0.270130 -0.783408 -0.212 -0.121 -0.320 0.40
H -7.432787 -1.785622 -1.746574 -0.047 0.229 -0.056 0.23
H -8.655684 -1.108358 -0.645644 0.014 0.044 0.050 0.40
H -7.541304 -2.422502 -0.144082 -0.419 0.063 0.155 0.27
C 1.113200 2.758216 2.795959 -0.320 -0.225 -0.544 0.87
C 0.556621 3.591634 3.954425 -0.006 -0.200 0.134 -0.99
O -0.682144 3.098559 4.434919 -0.064 0.047 -0.288 -0.33
C -0.608979 1.896771 5.218265 -1.211 1.340 -0.680 0.44
C -1.874688 1.923789 6.088902 0.804 -1.250 0.506 -1.54
H 1.094252 1.673532 2.910792 -0.204 0.053 0.465 -0.24
H 0.439617 2.976630 1.963901 0.031 -0.273 -0.149 -0.55
H 2.106557 2.968578 2.394413 0.109 0.524 0.536 0.35
H 1.183089 3.711750 4.845015 0.501 0.007 -0.341 0.42
H 0.308597 4.574342 3.551796 0.308 0.182 0.221 0.28
H -0.706484 1.063080 4.516876 0.363 -0.241 0.288 -0.12
H 0.358763 1.890298 5.726811 -0.179 -0.265 0.339 0.44
H -2.752437 2.038637 5.457825 -0.014 -0.117 -0.058 0.27
H -1.954848 2.620687 6.921910 0.498 0.456 -0.333 0.36
H -1.879669 0.941967 6.579618 -0.485 -0.038 -0.141 0.42
C 4.361175 1.389934 -2.588611 0.081 -0.683 -0.039 -0.84
C 5.255068 0.913587 -1.459556 0.901 1.592 -0.062 -0.51
O 4.494467 0.156903 -0.545805 0.561 -0.423 -0.098 0.09
C 4.742330 0.466410 0.819829 -1.108 -0.127 0.127 -0.17
C 6.089228 0.001125 1.379273 -0.568 0.737 -1.084 -1.32
H 4.811868 2.179064 -3.188637 0.110 -0.070 0.002 0.43
H 4.195510 0.509647 -3.214249 -0.285 0.247 -0.267 0.27
H 3.400915 1.737741 -2.215485 0.033 0.036 0.046 -0.16
H 6.170586 0.473771 -1.883590 -0.465 -1.090 0.050 0.28
H 5.770937 1.749678 -0.959953 -0.738 0.291 0.329 0.57
H 4.484769 1.522162 0.976970 0.780 0.240 -0.076 0.43
H 3.900987 -0.002283 1.342483 0.249 -0.386 0.092 0.06
H 6.284332 0.606775 2.261465 0.179 -0.552 0.360 0.44
H 6.876527 0.223436 0.655645 0.038 0.108 0.044 0.32
H 6.074582 -1.079443 1.492337 0.097 0.027 0.524 0.30
O 0.986013 -3.350992 4.034998 0.414 0.245 0.575 -0.61
C 0.329380 -2.338852 4.030510 -0.050 -0.745 -1.686 0.50
O 0.727047 -1.136384 4.430722 -0.526 0.622 0.258 -0.04
C 2.072403 -0.864177 4.761797 0.916 0.191 1.880 0.16
C 2.564192 -1.543247 6.052885 -0.332 -2.628 -1.025 -1.46
C -1.004209 -2.288564 3.331186 -0.850 0.245 0.672 -0.20
H 2.137841 0.193934 5.016315 -0.352 0.228 -0.818 0.21
H 2.722973 -1.108307 3.923497 0.016 -0.033 -0.024 0.15
H 2.486369 -2.624525 5.857291 0.204 0.078 -0.118 0.35
H 1.937732 -1.510717 6.942865 0.073 1.108 0.007 0.34
H 3.632285 -1.424214 6.220122 -0.107 0.651 0.243 0.40
H -1.634088 -3.107649 3.679433 0.068 0.019 0.133 0.54
H -0.933936 -2.412434 2.252359 0.530 -0.021 0.019 -0.19
H -1.497608 -1.334499 3.502024 -0.075 -0.075 0.042 -0.08
O 1.957184 7.326371 1.464490 0.200 -0.188 0.138 -0.56
C 2.284003 7.316234 0.306479 -0.710 0.994 -0.004 0.70
O 2.487733 6.216757 -0.406594 0.394 -0.770 -0.487 -0.34
C 2.379014 4.977669 0.286011 -1.926 -1.358 0.217 0.01
C 2.330049 3.830757 -0.702327 1.483 -0.850 -1.370 -0.62
C 2.470319 8.561613 -0.535464 -0.301 -0.014 0.527 -1.04
H 1.390879 4.864505 0.740167 0.122 0.872 0.559 -0.03
H 3.124461 4.888268 1.071335 0.232 0.003 -0.153 0.37
H 3.261073 3.806409 -1.280579 -0.158 0.179 -0.253 0.41
H 1.499262 3.793491 -1.411273 -0.066 0.972 0.038 0.39
H 2.272196 2.792093 -0.357022 0.123 0.388 1.186 -0.10
H 1.710253 9.302730 -0.290953 -0.096 -0.184 0.211 0.34
H 2.388698 8.351938 -1.596829 0.493 -0.025 -0.029 0.30
H 3.412499 8.998326 -0.202829 0.173 0.009 -0.509 0.27
```
Forces are in eV/Å.